Entry from the Open Molecules 2025 dataset: one molecule with the formula C5H6O2 at a distorted geometry (ωB97M-V/def2-TZVPD).

Geometry (Å):
C -0.973 1.539 1.297
C -0.256 0.335 0.804
O -0.942 -0.595 0.260
C -0.533 -1.805 -0.153
O 0.866 -1.887 -0.310
C 1.381 -1.103 -1.238
C 1.880 -0.373 -2.053
H -1.978 1.586 0.869
H -0.426 2.445 1.012
H -1.062 1.544 2.392
H 0.811 0.185 0.935
H -1.108 -2.113 -1.022
H 2.339 0.243 -2.792

Values from the calculation:
- Spin multiplicity: 1
- Total charge: 0
- HOMO (alpha / beta): -7.439 / -8.142 eV
- E_LUMO (alpha / beta): 0.013 / 0.028 Eh
- Kohn-Sham gap (alpha / beta): 7.782 / 8.916 eV
- Energy above the lowest of the compared OMol25 structures with the same formula, charge and spin: 591.9 kJ/mol